A structure of composition C41H98CoF5N9O29P3 at a distorted geometry, computed with the ωB97M-V functional and the def2-TZVPD basis.

Cartesian coordinates (Å):
H 4.062095 0.612914 -4.168237
P -1.037609 -3.192323 -0.060552
C -1.785438 -1.523691 -4.109130
H 7.430857 0.058878 5.584735
O 4.469985 -4.076221 1.180230
H 5.362667 0.666746 2.845591
H 1.367471 0.085192 -5.789043
H -2.128729 2.284852 -4.474816
H -2.420639 4.202354 1.005927
H 3.927600 -0.486088 3.399016
H -1.342099 2.767183 -2.951821
C 3.383369 -1.082232 0.002055
H 4.948267 -4.375954 7.167055
O -0.497852 0.144844 2.562414
O -0.394772 1.985643 -9.451520
C -2.361668 -1.038177 -6.305504
O -1.064341 0.313122 -10.824042
H 7.452813 0.387670 3.881770
O -0.090508 1.366289 -5.141970
H -5.797265 2.969598 -1.655569
H 2.371140 4.754460 -1.434198
H -1.422436 -4.414973 -3.015880
C 5.036402 -3.300155 7.348267
O 5.761959 -0.567214 7.235700
H -2.640772 -5.027764 2.436760
N 3.376381 -0.230651 5.852526
H -0.059345 1.241796 -4.149991
C 5.011969 -0.310649 3.276242
C 1.105565 -2.899993 -1.680159
C 3.918256 -3.008491 1.017785
H -2.705621 2.818611 -0.146321
C -2.530983 2.571948 4.249410
C 2.384919 -1.285729 1.057251
H -6.814667 -1.240570 -1.014573
H -2.234691 -0.344875 -9.237590
H -3.727271 -0.377320 -2.654456
O 0.787301 0.970298 -2.548368
C -6.281829 2.452045 -0.790820
C -3.288338 4.803586 -2.853121
H -7.256575 0.697250 1.443051
H 0.783898 -1.851842 -1.693514
H 0.927822 -3.406666 -2.626195
H -1.551271 -0.763469 -3.389833
C -2.021934 3.080947 -3.717069
H 3.164384 -2.697834 4.642451
H -0.855947 -0.100498 5.873547
N -4.806970 -0.321014 -0.895464
H 4.999525 4.098167 -1.771813
O -1.279031 2.458740 3.673685
O -3.015632 -0.642310 -7.221731
H 1.359991 -0.357066 6.083304
C -4.275699 0.339022 -2.066417
H -4.390414 3.528651 1.490179
H -0.860716 -5.568998 -1.863635
C -5.750587 -1.460871 -1.102293
F -1.822383 4.642008 -5.564640
H 1.412475 -1.473479 0.674974
O -3.269761 3.421243 -3.093579
H -4.939288 -1.385156 3.490476
H 0.842861 -5.739373 -0.415232
H -5.607158 -1.910839 -2.066585
H 2.943023 -0.888005 -0.921569
C -0.547584 0.793452 -8.624883
H 4.299791 -3.056977 8.103256
H 5.996424 -3.081264 7.854114
H 4.624506 -3.488013 4.145939
O -0.175970 2.275779 -11.677929
H 5.420576 -1.195195 2.719706
N -2.128310 -4.108546 -0.983434
H -6.261016 3.419422 1.634102
H 1.452088 1.982105 1.094269
C 4.028029 0.342274 -3.112855
H 1.379003 1.680827 -6.537512
H 2.509432 1.244012 -2.176265
C 2.175934 -0.811670 6.540461
H 2.345273 -0.392539 1.730511
H -3.332151 2.750458 3.462652
H -2.563803 -5.597976 -2.282594
O 3.953975 4.057859 1.992400
C -6.702865 0.128105 2.156355
C 7.134471 -0.314107 4.625823
H -1.785913 -0.299845 3.905767
C -1.723388 -4.962597 -2.114638
O -4.199731 5.404012 -2.386338
O 5.957746 2.315837 -1.051444
H -4.139551 -4.368736 -1.565301
C -0.650233 -1.818446 -5.082645
H 1.893267 1.468018 -4.858581
H -5.226934 2.372860 2.385426
H 2.027420 -1.861740 6.368720
O 4.168904 -2.266101 -0.109237
H -3.906632 -4.697875 0.230241
C -5.313202 2.921658 1.446132
H -1.917904 -5.679025 0.877488
C 4.043179 -3.250431 5.045830
H 5.230429 1.740506 -1.296269
C -1.726902 -5.136690 1.801232
H 2.190404 -3.011744 -1.564273
H -2.853756 1.762537 4.780177
H 3.646199 -4.173140 5.422380
C 1.341115 4.382254 -1.693984
H -5.626804 -2.183942 -0.307468
N -5.447360 2.021797 0.310995
H 2.265349 -4.756000 -0.377289
N 4.790938 -2.572141 6.093696
H -0.509518 4.513085 -4.087943
C -1.580530 4.362455 -4.277241
C 1.193001 1.126895 -5.605740
F -0.385042 -3.173434 -5.055319
H 4.426539 2.295960 1.143451
H 2.199902 -0.751431 7.650184
H 3.965959 1.771292 5.184037
O -1.159263 0.482185 -1.669806
H -5.218083 -2.350852 1.923427
H -0.885022 -5.607362 2.325534
C -0.778185 -2.944589 2.472653
H 7.529007 -1.287959 4.575123
H -0.544539 -1.167581 -9.417817
F 2.456891 1.611233 2.801427
F 0.752597 0.374337 -8.378204
P 4.941504 -0.862197 6.023473
H -7.322401 -0.763611 2.287124
N 0.482229 -3.554025 -0.572738
C 0.071008 0.723560 -1.568223
C -1.160002 -0.252438 -9.473116
H -2.481706 3.375558 4.976921
H -0.899495 2.803535 1.923890
H -2.186746 -1.191904 6.495957
O 3.473369 1.282445 -2.169723
C -1.525563 -0.988775 5.664787
H 1.488168 2.871117 -3.017280
H -6.752389 1.627724 -1.280976
H -0.364994 -1.953189 2.121440
H 1.020934 3.619312 -0.990698
H 6.580440 4.203151 -1.097199
H -1.078539 1.503624 3.282246
H 1.180524 -4.760211 1.027478
H -0.008433 -3.375505 3.142313
F 4.313849 -0.127203 0.260707
H 3.578050 -0.631064 -3.107331
H 2.321289 1.518458 5.438671
H -7.062320 3.157095 -0.506274
H -1.061107 1.156903 -7.719153
C 3.610355 2.982998 1.074790
C 1.199460 -4.763191 -0.076592
H -6.716237 0.748700 3.026091
O -0.994430 2.604406 0.964777
C -0.467517 1.556257 -10.769605
O 1.388304 3.840309 -3.011238
C 2.835430 4.477103 2.618824
H -1.387132 4.023075 -0.420722
C 3.276924 1.223916 5.838156
N -1.232556 -3.826838 1.450584
H 3.495850 1.587763 6.822202
H 3.598883 3.495599 0.097012
C -4.764001 -1.417550 2.382923
H 0.322352 -1.381880 -4.823033
C -1.922740 3.475398 0.329020
H -3.671660 1.173432 -1.716654
O -1.320804 -1.677263 -0.045350
H 0.621232 5.219330 -1.629029
H -2.152272 -2.474485 -3.678042
O -3.174084 0.812312 0.817754
N 5.633206 -0.321007 4.629263
O -2.303603 -0.670038 4.573259
O 2.881191 -2.480068 1.729942
O 1.757322 3.660506 2.291665
H -0.819745 -1.829094 5.424651
O 2.762597 5.398730 3.382646
H 5.088150 0.180482 -2.825405
C -3.555336 -4.074743 -0.710480
Co -1.096353 0.452214 0.656901
H -1.628002 -2.743082 3.131107
O -1.107131 -1.479696 -6.358811
H -3.704597 -1.317167 2.240074
O -2.199256 5.371231 -3.430158
P -4.616767 0.542511 0.490533
H 6.339501 3.499594 -2.782823
N -5.415312 -0.280162 1.719734
H -3.732141 -3.053296 -0.410601
C 2.227909 2.483772 1.692782
H 0.457029 0.129824 2.831385
C 5.963577 3.582072 -1.754449
O 0.552482 0.656787 -0.374249
H -5.164226 0.703573 -2.620703
O -2.784523 -1.081543 -5.036002

Forces on the atoms, in the same order (eV/Å):
H -0.3 0.7 0.0
P -1.9 1.7 0.2
C -0.2 -0.9 -1.6
H 0.2 0.4 0.6
O -1.0 1.8 0.6
H -0.9 -1.1 -0.2
H 0.2 -0.8 -0.3
H -0.2 0.5 0.4
H 0.5 -0.5 -0.2
H 0.6 0.7 -0.3
H 0.5 -0.3 0.4
C 1.9 -0.3 -0.8
H 0.2 0.2 -0.1
O 0.9 0.2 0.7
O -0.3 -2.2 -0.3
C -0.9 0.4 1.1
O 1.1 0.7 0.3
H 0.4 0.0 -0.6
O -1.4 -0.1 1.0
H 0.4 -0.2 0.9
H -1.0 -0.2 0.1
H -0.4 0.0 0.0
C 0.1 0.2 0.1
O -0.5 0.6 -0.7
H 0.7 -0.4 -0.4
N 0.0 -1.1 0.2
H 0.2 0.0 -0.7
C 1.1 -0.5 1.0
C 0.5 0.3 -0.5
C 0.0 -1.6 -1.0
H 0.7 0.9 0.4
C -0.8 2.3 -1.8
C 0.6 0.3 1.9
H -0.2 0.8 -0.3
H 0.8 -0.5 -0.2
H 0.4 0.1 -0.3
O 1.9 0.7 -2.3
C 0.4 0.6 -1.3
C -0.3 -1.2 -1.7
H 0.0 0.4 -0.9
H 0.2 -0.1 -0.3
H -0.5 0.1 -0.4
H 0.0 0.5 0.6
C -1.2 -0.7 -0.4
H 0.5 0.0 0.5
H -0.6 -0.8 0.4
N -0.9 -0.9 0.7
H -0.3 -0.4 -0.1
O 1.4 -1.8 -1.0
O 0.2 -0.3 0.1
H -1.6 1.1 -0.3
C -1.3 0.1 -0.2
H -0.8 0.3 -0.6
H 0.1 -0.3 0.2
C 0.1 1.1 1.2
F -0.9 -0.2 -0.6
H -0.8 -0.2 -0.4
O -0.5 1.3 0.7
H 0.1 -0.1 -1.0
H -0.5 0.2 -0.2
H 0.4 -0.2 -0.4
H -0.6 0.6 -1.6
C 1.4 2.3 0.1
H -0.5 0.1 0.3
H -0.3 0.0 -0.8
H 0.3 0.0 0.2
O -0.2 -1.2 0.4
H -0.2 0.9 0.0
N 0.9 -0.2 -0.4
H 0.1 0.8 -0.5
H 0.5 0.5 -0.2
C 1.1 0.4 0.7
H -0.1 -0.2 0.4
H -0.9 -0.4 -0.2
C 2.4 -0.6 0.7
H 0.2 -1.0 -0.3
H 0.7 0.2 0.9
H -0.4 -0.6 -0.6
O -0.9 0.0 0.3
C -1.1 -1.0 -0.1
C -2.2 1.0 0.9
H 1.9 0.9 -2.2
C 0.7 0.8 0.7
O 0.2 -0.3 0.7
O 0.5 0.8 -0.2
H -0.2 0.1 -0.3
C 1.1 -0.5 1.0
H 0.6 0.1 0.1
H 0.2 -0.6 -0.1
H 0.5 -0.7 -0.5
O -1.2 -0.1 1.2
H 0.8 0.7 -1.8
C 0.3 -0.4 1.0
H -0.2 -0.1 0.2
C -0.4 0.3 -0.8
H -0.6 0.2 -0.4
C 0.5 0.6 0.3
H -0.1 0.5 0.1
H -0.6 -2.7 1.3
H -0.2 -0.6 0.2
C 0.9 -0.1 -0.2
H 0.4 -0.3 0.0
N 0.7 -0.8 0.5
H -0.6 0.4 0.1
N -0.2 1.1 -0.6
H -0.2 -0.2 -0.4
C 2.8 2.1 1.4
C 0.8 0.9 -0.3
F -0.1 -0.5 -0.3
H 0.1 -0.7 -0.2
H -0.1 0.6 -0.6
H 0.3 -0.8 -0.1
O -1.6 0.3 -0.2
H 0.8 0.6 0.8
H -0.6 -0.5 0.3
C 0.5 0.9 1.8
H 0.6 -1.3 -0.8
H -0.7 0.3 0.0
F 0.3 0.2 -1.0
F -0.3 0.1 0.4
P -0.1 -1.3 1.3
H -0.1 0.0 0.5
N 0.4 -1.5 0.7
C -1.2 -0.7 1.3
C -1.2 0.3 -1.3
H -0.2 0.5 -0.1
H -0.4 0.1 -0.2
H 0.1 -0.2 0.3
O 1.4 -0.5 -0.9
C 2.1 0.8 -0.3
H -0.2 0.4 0.5
H -0.5 -0.9 0.0
H -0.8 -1.3 0.2
H 0.0 -0.1 0.3
H 0.3 0.0 -0.6
H -0.3 1.4 0.8
H 0.0 -0.1 -0.5
H 0.0 -0.3 -0.4
F -0.1 0.9 0.5
H -0.7 -0.6 0.4
H -0.6 0.1 0.3
H 0.0 -0.2 0.6
H 0.5 -0.7 -0.2
C -0.8 0.6 0.8
C 0.2 0.3 0.7
H 0.2 0.1 1.1
O 0.2 0.3 0.5
C -0.9 0.7 0.5
O -0.3 0.3 -0.3
C -0.1 0.2 0.6
H 0.2 0.4 -0.6
C 0.6 0.3 -0.6
N 0.3 0.7 -1.7
H -0.4 0.6 0.7
H -0.6 -0.9 0.2
C -1.5 -0.1 0.1
H -0.5 0.4 -0.4
C -1.1 -0.8 0.0
H 0.3 -0.1 -0.5
O 0.6 -3.0 -0.2
H 0.4 -0.3 -0.3
H 0.3 0.6 0.1
O -0.7 -0.4 0.1
N 0.7 -0.3 -0.3
O -2.9 -1.1 1.1
O 0.9 -0.2 -0.1
O 0.5 0.3 -0.2
H -0.6 0.3 0.5
O 0.0 -0.9 -0.9
H -0.5 0.1 0.0
C 0.3 -0.1 2.6
Co -0.8 -0.7 -0.6
H 0.0 0.4 0.1
O 1.2 -0.2 -0.3
H 0.5 -0.4 -0.2
O -0.4 -1.1 -0.3
P -0.4 0.5 0.5
H 0.1 0.0 0.3
N 1.4 0.8 -1.0
H -0.7 0.4 -0.2
C 0.9 0.6 0.4
H -1.4 0.2 -0.5
C -0.1 -0.7 1.1
O 1.8 0.2 0.8
H 0.8 0.1 -0.3
O -1.2 0.6 0.2

Calculated values
HOMO energy (alpha / beta) ... -6.46 / -6.82 eV
Charge ... -1
2S+1 ... 4
Strongest force on any atom ... 0.0741 Eh/bohr
LUMO energy (alpha / beta) ... 1.63 / 1.63 eV